C18H36BaN3O7P2Si2 | ωB97M-V with the def2-TZVPD basis set

As for the total charge: -1. Its spin multiplicity is 1. The value obtained for the HOMO-LUMO gap is 6.9 eV. As for the HOMO energy: -4.600 eV. The total energy comes out at -73094.230 eV.

Last column: Löwdin charge in e.
Geometry (Å):
C: 1.8970 3.8817 -0.2638  -0.0447
N: -1.6319 -4.9390 -0.3578  -0.1656
H: 1.9641 -1.4548 1.4242  0.0002
H: 1.3436 -1.4746 -2.2133  -0.0026
P: -4.6351 0.2946 0.7359  0.1412
H: 0.6481 0.9894 2.8818  0.0107
H: 2.9684 3.7453 -0.1985  0.0930
O: -3.7444 1.4568 1.4898  -0.4189
C: -2.4701 -4.3604 0.6971  -0.1450
H: 2.1794 1.4534 3.6170  0.0290
O: -1.9791 0.1100 2.6848  -0.5544
H: -6.5633 1.2211 0.7700  0.0740
H: 0.8217 2.5541 -3.3033  0.0269
H: 0.7686 -2.7647 -0.5852  0.0936
C: -0.7679 4.1708 -0.5006  -0.1502
Si: 2.5360 0.9834 1.2010  0.3979
C: 1.0769 2.7359 -0.3451  -0.4576
N: -1.2648 -2.4073 -0.2324  -0.2719
C: 0.9124 1.4652 -3.3038  -0.1807
H: 3.4041 -1.0376 2.3533  0.0282
H: 4.7343 1.4257 2.3078  0.0198
H: -4.6065 -0.0417 3.3347  0.0284
H: 3.5140 -1.2545 0.6059  0.0149
Si: 2.1438 0.8756 -1.9921  0.3950
C: 1.5694 1.5565 2.7151  -0.1655
H: 1.2802 2.6077 2.6363  0.0358
O: -4.1715 0.6644 3.8692  -0.1465
C: 2.3205 -0.9886 -2.2752  -0.1765
O: -3.8054 -0.1502 -0.4418  -0.5171
H: 0.0298 -5.1645 0.8747  0.1130
H: 4.2460 2.8511 1.3996  0.0114
C: 2.8824 -0.8660 1.4080  -0.1732
H: -3.2233 -2.3077 0.4999  0.0878
O: -2.4651 2.5269 3.4369  -0.2913
H: -1.3804 -4.7857 -2.4187  0.1110
H: 2.7162 -1.1721 -3.2781  0.0269
H: 4.0630 1.3252 -3.5501  0.0187
H: -0.0901 1.0601 -3.1376  0.0168
C: 3.8060 1.6260 -2.5299  -0.1837
C: -1.9767 -4.3131 -1.6348  -0.1540
C: -0.0120 5.3189 -0.3700  -0.0818
H: -3.5090 -4.6274 0.4960  0.1162
O: -5.8559 1.1408 0.1189  -0.1253
H: 2.0187 6.0124 -0.1804  0.1014
H: -1.8473 4.2264 -0.6016  0.1088
H: 0.2707 -2.8478 1.1009  0.1089
C: -0.0172 -3.1181 0.0834  -0.1577
C: -1.7190 -2.7846 -1.5784  -0.1564
C: 1.5808 1.3416 -0.3207  -0.4606
H: -2.1884 -4.8257 1.6439  0.1147
H: -0.4803 6.2928 -0.3592  0.0935
C: 1.3630 5.1532 -0.2616  -0.0741
H: -2.6242 -2.2135 -1.7930  0.1084
O: -5.1167 -0.6821 1.7520  -0.3057
H: 0.3878 -5.0643 -0.8481  0.1131
H: 4.6189 1.3115 -1.8711  0.0117
H: 4.9212 1.4586 0.5506  0.0115
H: -1.9903 -2.4745 1.7358  0.1114
H: -0.9481 -2.4845 -2.2937  0.1097
H: 3.7644 2.7180 -2.5061  0.0189
C: -0.2322 -4.6479 -0.0508  -0.1538
C: -2.2961 -2.8226 0.7468  -0.1689
N: -0.2524 2.9435 -0.4960  -0.0428
H: 1.2344 1.1566 -4.3023  0.0244
Ba: -1.3866 0.4453 0.2514  1.9261
H: -3.0269 -4.5258 -1.8434  0.1147
H: 2.9841 -1.4757 -1.5590  0.0121
C: 4.2696 1.7597 1.3750  -0.1887
P: -2.9612 1.2166 2.9996  0.1360